1.
25
Properties=species:S:1:pos:R:3:nbo_charge:R:1 method="wB97M-V/def2-TZVPD" energy_ev=-13084.02792 e_lumo_ev=0.62 e_homo_ev=-9.63 fmax_ev_per_a=4.93 homo_lumo_gap_ev=10.2 e_above_lowest_ev=4.253
C -4.68695 0.55578 0.24735 -0.622
C -3.48672 -0.36330 0.28098 -0.057
O -2.29743 0.39572 0.23119 -0.541
C -1.13652 -0.40117 0.21818 -0.047
C 0.10540 0.46841 0.16732 -0.412
C 1.37176 -0.38434 0.13671 -0.384
C 2.64367 0.45349 0.04603 -0.493
C 3.85296 -0.36962 -0.22175 0.525
N 4.80457 -0.82505 0.42823 -0.601
H -5.60912 -0.03749 0.30685 0.212
H -4.67002 1.25203 1.09746 0.214
H -4.71273 1.13316 -0.68719 0.213
H -3.49544 -0.97760 1.20046 0.159
H -3.51239 -1.06333 -0.57478 0.159
H -1.11629 -1.03896 1.12187 0.160
H -1.15745 -1.07901 -0.65602 0.159
H 0.05857 1.11178 -0.72519 0.205
H 0.11953 1.13288 1.04526 0.207
H 1.41572 -1.01154 1.03952 0.213
H 1.33156 -1.07283 -0.72053 0.208
H 2.55627 1.20241 -0.75798 0.229
H 2.80592 1.00847 0.98448 0.247
O 4.75487 -0.11284 -1.67146 -0.868
H 4.41707 0.73626 -1.98883 0.463
H 5.64319 -0.71331 -0.54812 0.450

***

2.
65
Properties=species:S:1:pos:R:3:nbo_charge:R:1 method="wB97M-V/def2-TZVPD" charge=-1 energy_ev=-52269.03861 e_lumo_ev="2.61 / 2.61" e_homo_ev="-0.28 / -0.28" fmax_ev_per_a=3.11 homo_lumo_gap_ev="2.9 / 2.9"
In 0.40226 -0.01786 0.17898 1.278
Cl 2.02319 -0.05598 -1.52777 -0.659
N 0.20463 2.32837 0.23160 -0.632
N 0.11384 -2.35663 0.25384 -0.631
C -0.45088 2.94403 -0.72318 0.618
C -0.52790 -2.97298 -0.71071 0.616
C 1.20723 3.27306 0.78949 0.064
C 1.26432 4.34488 -0.29830 -0.083
C 2.51718 2.54812 1.02118 -0.624
C 0.70403 3.88255 2.09578 -0.610
H 2.83662 2.05418 0.09688 0.248
H 2.39480 1.79620 1.80981 0.219
H 3.27441 3.27305 1.34643 0.198
H -0.14957 4.54406 1.90036 0.203
H 1.50963 4.47470 2.54735 0.195
H 0.40119 3.09676 2.79581 0.235
C 1.08612 -3.31018 0.84876 0.062
C 1.13798 -4.40898 -0.21265 -0.083
C 0.55092 -3.87824 2.16189 -0.609
C 2.40678 -2.60583 1.08610 -0.621
H 2.75794 -2.15075 0.15301 0.248
H 3.14165 -3.33261 1.45533 0.199
H 2.28236 -1.82386 1.84593 0.220
H -0.32267 -4.51438 1.96944 0.203
H 0.26780 -3.07077 2.84577 0.235
H 1.33267 -4.48877 2.63197 0.195
O -0.00241 -4.12505 -1.10218 -0.496
H 0.98378 -5.42771 0.16594 0.182
H 2.05889 -4.37547 -0.81262 0.190
O 0.08895 4.07767 -1.14734 -0.496
H 2.16583 4.26445 -0.92317 0.190
H 1.15700 5.37754 0.05814 0.183
C -1.73790 2.47601 -1.32149 -0.496
C -1.78815 -2.49110 -1.35492 -0.471
C -1.51279 -1.23236 -2.11747 -0.116
H -2.50770 -2.29349 -0.53878 0.206
H -2.18425 -3.29473 -1.98620 0.221
C -1.65359 -0.00932 -1.41968 -0.499
C -1.49194 1.22151 -2.09959 -0.038
H -2.21737 -0.01278 -0.47311 0.181
C -1.16082 1.22689 -3.45534 0.000
C -0.99765 0.00639 -4.10495 -0.395
C -0.98192 2.50484 -4.23299 -0.630
C -1.18007 -1.22094 -3.47296 0.024
H -0.75184 0.01271 -5.16541 0.178
C -1.01781 -2.48975 -4.26846 -0.629
H -0.87025 -2.23710 -5.32648 0.204
H -1.90874 -3.12780 -4.20828 0.197
H -0.14625 -3.07928 -3.95038 0.212
H -1.86972 3.14824 -4.17342 0.197
H -0.82645 2.26373 -5.29236 0.204
H -0.10936 3.08502 -3.90132 0.213
H -2.15041 3.28395 -1.93687 0.222
H -2.42845 2.28165 -0.48099 0.210
C -1.05420 0.08598 4.96654 -0.264
C 0.31810 0.05032 4.70374 -0.216
C 0.78763 0.01488 3.37261 -0.306
C -0.13193 0.01504 2.32837 -0.383
C -1.49535 0.04739 2.57893 -0.191
C -1.96219 0.08434 3.90310 -0.241
H -1.42399 0.11552 5.99300 0.198
H 1.02314 0.05143 5.54237 0.191
H 1.86905 -0.01024 3.19920 0.188
H -2.22257 0.04691 1.76303 0.198
H -3.03281 0.11262 4.09869 0.197

***

3.
44
Properties=species:S:1:pos:R:3:lowdin_spin:R:1 method="wB97M-V/def2-TZVPD" s_squared=0.77 charge=+1 energy_ev=-52083.61455 e_lumo_ev="-3.01 / -3.01" multiplicity=2 e_homo_ev="-7.40 / -10.87" fmax_ev_per_a=0.49 homo_lumo_gap_ev="4.4 / 7.9" e_above_lowest_ev=0.000
Al -0.95230 -1.22919 0.10764 0.015
O 0.70987 -1.57537 -0.25730 0.024
N 1.43491 -1.91965 0.88012 0.228
C 2.73624 -2.36951 0.65595 0.171
C 3.43758 -2.87794 1.69800 0.033
C 2.86277 -2.99348 2.98466 0.275
C 1.51651 -2.59546 3.15208 0.026
C 0.78918 -2.08946 2.12284 0.155
S -0.91748 -1.60898 2.25165 0.039
H 3.10032 -2.25199 -0.35129 0.014
H 4.45620 -3.19337 1.51664 -0.004
H 3.42172 -3.40345 3.81076 0.018
H 1.02871 -2.69049 4.11319 -0.004
C -3.14876 -3.91031 -1.77281 0.000
C -3.35263 -2.58734 -1.11993 0.001
N -4.55919 -2.09686 -0.98106 0.000
O -2.35679 -1.95334 -0.68587 0.002
H -4.07554 -4.36224 -2.11474 0.000
H -2.66111 -4.56435 -1.04892 0.000
H -2.46614 -3.78285 -2.61236 0.000
H -5.36616 -2.60797 -1.30068 0.000
H -4.70318 -1.21537 -0.50972 0.000
C 0.21238 3.88810 0.59132 0.000
N 1.17637 2.81005 0.80353 0.000
C 2.07834 2.73537 -0.34709 0.000
N 1.37946 2.58929 -1.62732 0.000
C 0.41064 3.67546 -1.76936 0.000
N -0.54323 3.75789 -0.66097 0.000
C -1.47200 2.63582 -0.64058 0.000
P -0.51682 1.06373 -0.41714 0.002
C 0.50848 1.53991 1.05420 0.001
C 0.74124 1.28798 -1.75902 0.001
H 0.75693 4.83124 0.55060 0.000
H -0.48152 3.92523 1.43185 0.000
H 2.76158 1.89649 -0.21164 0.000
H 2.66102 3.65564 -0.38446 0.000
H -0.13251 3.55639 -2.70805 0.000
H 0.95889 4.61673 -1.80541 0.000
H -2.02955 2.59358 -1.57779 0.000
H -2.18861 2.74764 0.17460 0.000
H 1.22963 0.74783 1.26371 0.000
H -0.15102 1.62151 1.91946 0.001
H 0.23991 1.22560 -2.72732 0.000
H 1.46567 0.47750 -1.69199 0.000

***

4.
49
Properties=species:S:1:pos:R:3:nbo_charge:R:1 method="wB97M-V/def2-TZVPD" energy_ev=-39106.43714 e_lumo_ev=-2.02 e_homo_ev=-7.49 fmax_ev_per_a=2.87 homo_lumo_gap_ev=5.5
C 3.44183 -1.85519 1.24769 -0.617
C 2.76512 -1.70063 -0.15908 -0.399
C 1.62788 -0.58332 -0.08504 -0.387
C 1.95725 0.53765 -1.13317 -0.418
C 0.97584 1.77675 -1.12058 -0.422
C -0.54486 1.41996 -0.89487 -0.407
C -1.09142 2.27091 0.31246 -0.395
C -1.00958 1.54455 1.69914 -0.409
C -2.28417 0.65429 1.98536 -0.418
C -1.88248 -0.86661 2.16055 -0.242
N -2.95788 -1.78876 1.69861 -0.486
C -2.97006 -2.24254 0.48352 0.708
N -4.10432 -2.87299 -0.20908 -0.610
C -4.06825 -2.14156 -1.53373 -0.246
C -2.59402 -1.51471 -1.61918 -0.247
N -1.93807 -2.25954 -0.48295 -0.603
H 4.35652 -2.49130 1.12899 0.215
H 2.79418 -2.36504 1.99532 0.189
H 3.79733 -0.86068 1.60268 0.224
H 2.34717 -2.68195 -0.50009 0.188
H 3.52528 -1.34784 -0.89126 0.224
H 1.46224 -0.21070 0.94965 0.195
H 0.69449 -1.10534 -0.45509 0.132
H 2.09864 0.09868 -2.15418 0.207
H 2.98269 0.93707 -0.85393 0.261
H 1.31426 2.57732 -0.41718 0.240
H 1.05353 2.24864 -2.13411 0.232
H -0.75470 0.32904 -0.81480 0.159
H -1.11048 1.77865 -1.79673 0.209
H -2.17522 2.50763 0.12189 0.187
H -0.58355 3.26322 0.39010 0.236
H -0.09992 0.90737 1.77741 0.208
H -0.94710 2.32633 2.49765 0.227
H -2.73896 0.97059 2.95519 0.224
H -3.05937 0.80380 1.19976 0.208
H -1.73618 -1.06284 3.25090 0.236
H -0.92358 -1.06433 1.63134 0.230
H -3.70426 -2.05328 2.33546 0.449
H -3.62855 -3.74482 -0.48101 0.387
H -4.72860 -1.26049 -1.34530 0.213
H -4.36707 -2.76834 -2.40201 0.240
H -2.74484 -0.50467 -1.16631 0.199
H -2.09324 -1.55039 -2.60540 0.255
H -1.04328 -1.82483 -0.24486 0.416
O 5.43171 2.86726 -0.00929 -0.883
Cl 4.94084 3.55544 -1.18553 2.536
O 5.84366 4.62809 -1.53370 -0.862
O 3.62535 4.10119 -0.90801 -0.897
O 4.84821 2.61825 -2.28716 -0.887